Entry 1:
{"formula": "C10H20N2PSTi", "method": "ωB97M-V/def2-TZVPD", "homo_energy_ev": [-0.37, -2.52], "multiplicity": 3, "total_charge": -1, "species": ["C", "C", "C", "C", "C", "Ti", "P", "H", "H", "H", "H", "H", "H", "H", "H", "C", "C", "N", "C", "S", "N", "C", "C", "H", "H", "H", "H", "H", "H", "H", "H", "H", "H", "H", "H"], "coordinates": [[-2.08, -2.21, -2.87], [-3.14, -1.40, -3.27], [-2.83, -0.20, -3.97], [-1.46, 0.20, -4.08], [-0.45, -0.66, -3.59], [-1.60, -0.53, -2.06], [-2.53, -1.40, 0.42], [-2.19, -3.26, -2.60], [-4.18, -1.62, -3.02], [-3.60, 0.44, -4.41], [0.60, -0.58, -3.89], [-1.20, 1.19, -4.49], [-1.74, -2.43, 1.04], [-3.79, -1.96, 0.76], [-2.50, -0.41, 1.44], [3.61, 1.50, 1.02], [2.17, 1.96, 0.89], [1.36, 1.06, 0.03], [0.73, -0.06, 0.40], [0.34, -1.23, -0.85], [0.39, -0.31, 1.68], [1.27, -0.15, 2.90], [0.63, 0.80, 3.90], [3.71, 0.44, 1.26], [4.09, 2.08, 1.82], [4.17, 1.69, 0.08], [1.66, 2.05, 1.86], [2.14, 2.93, 0.39], [1.52, 1.12, -0.98], [-0.21, -1.13, 1.76], [1.34, -1.15, 3.36], [2.29, 0.15, 2.63], [-0.31, 0.38, 4.29], [1.34, 0.92, 4.72], [0.42, 1.76, 3.44]], "lowdin_spin": [-0.018, 0.028, 0.014, 0.017, -0.012, 0.916, 0.035, 0.004, 0.007, 0.004, 0.004, 0.002, 0.001, 0.006, 0.009, 0.014, 0.022, 0.144, 0.408, 0.139, 0.118, 0.051, 0.023, 0.004, 0.003, 0.001, 0.003, 0.005, 0.011, 0.005, 0.012, 0.004, 0.005, 0.004, 0.005]}

Entry 2:
{"formula": "C26H59N5O7P", "method": "ωB97M-V/def2-TZVPD", "homo_energy_ev": -9.66, "total_charge": 1, "species": ["C", "C", "C", "C", "C", "C", "C", "N", "C", "P", "O", "O", "O", "C", "C", "C", "N", "C", "C", "C", "N", "H", "H", "H", "H", "H", "H", "H", "H", "H", "H", "H", "H", "H", "H", "H", "H", "H", "H", "H", "H", "H", "H", "H", "H", "H", "H", "H", "H", "H", "C", "O", "C", "C", "N", "C", "C", "O", "C", "H", "H", "H", "H", "H", "H", "H", "H", "H", "H", "H", "H", "H", "H", "H", "C", "O", "C", "C", "N", "C", "C", "O", "C", "H", "H", "H", "H", "H", "H", "H", "H", "H", "H", "H", "H", "H", "H", "H"], "coordinates": [[-3.57, -3.01, 0.59], [-2.50, -1.92, 0.38], [-2.54, -1.21, -0.98], [-3.26, 0.14, -0.99], [-4.59, 0.10, -0.23], [-5.68, 1.17, -0.52], [-6.78, 0.83, -1.44], [-7.42, 1.85, -1.83], [-8.62, 1.84, -2.64], [-10.15, 1.68, -1.62], [-10.67, 0.31, -1.65], [-9.65, 2.22, -0.20], [-11.11, 2.85, -2.08], [-6.80, 3.11, -1.34], [-5.40, 2.67, -0.85], [-4.44, 2.95, -2.02], [-4.93, 2.35, -3.27], [-4.96, 3.40, 0.45], [-3.95, 4.51, 0.23], [-4.49, 5.86, -0.14], [-2.70, 4.34, 0.35], [-3.14, -3.92, 0.99], [-4.08, -3.25, -0.34], [-4.35, -2.68, 1.29], [-2.55, -1.19, 1.19], [-1.51, -2.39, 0.48], [-3.03, -1.85, -1.73], [-1.52, -1.05, -1.32], [-3.43, 0.42, -2.03], [-2.60, 0.89, -0.55], [-4.39, 0.12, 0.84], [-5.06, -0.87, -0.43], [-6.23, 1.24, 0.44], [-7.09, -0.17, -1.72], [-8.64, 2.74, -3.25], [-8.60, 0.96, -3.28], [-10.07, 1.71, 0.51], [-11.66, 2.62, -2.85], [-6.77, 3.80, -2.18], [-7.44, 3.52, -0.55], [-3.42, 2.66, -1.77], [-4.42, 4.03, -2.17], [-4.57, 1.40, -3.38], [-4.56, 2.86, -4.06], [-4.52, 2.67, 1.13], [-5.84, 3.81, 0.95], [-3.68, 6.50, -0.50], [-5.27, 5.79, -0.90], [-4.94, 6.33, 0.74], [-2.49, 3.38, 0.65], [0.06, 1.93, 0.40], [0.30, 0.57, 0.13], [1.24, 0.31, -0.91], [2.57, -0.17, -0.38], [3.28, 0.88, 0.32], [4.48, 0.45, 1.03], [4.35, -0.62, 2.11], [3.68, -0.20, 3.28], [2.28, -0.20, 3.22], [-0.82, 1.98, 1.04], [0.89, 2.42, 0.93], [-0.13, 2.50, -0.52], [1.37, 1.20, -1.53], [0.81, -0.48, -1.54], [3.17, -0.50, -1.24], [2.38, -1.06, 0.23], [2.66, 1.34, 0.96], [4.91, 1.34, 1.50], [5.21, 0.10, 0.30], [5.36, -0.88, 2.42], [3.90, -1.55, 1.72], [1.90, -1.05, 2.63], [1.88, 0.73, 2.80], [1.90, -0.30, 4.24], [10.42, -3.44, -1.56], [10.40, -4.38, -0.51], [11.00, -3.96, 0.70], [9.97, -3.71, 1.78], [9.15, -2.54, 1.48], [8.00, -2.35, 2.34], [6.95, -3.46, 2.44], [6.16, -3.63, 1.27], [6.78, -4.35, 0.23], [10.15, -3.96, -2.47], [9.71, -2.62, -1.41], [11.42, -3.01, -1.69], [11.61, -3.06, 0.53], [11.66, -4.76, 1.03], [10.50, -3.53, 2.72], [9.39, -4.63, 1.90], [8.86, -2.58, 0.51], [7.49, -1.44, 2.01], [8.36, -2.15, 3.36], [6.25, -3.17, 3.22], [7.39, -4.41, 2.74], [7.43, -5.15, 0.61], [7.38, -3.70, -0.43], [5.99, -4.80, -0.37]], "lowdin_charge": [-0.104, -0.242, -0.199, -0.187, -0.118, -0.178, 0.063, -0.084, -0.110, 0.423, -0.243, -0.108, -0.094, -0.037, -0.331, -0.200, 0.045, -0.064, -0.445, -0.032, 0.174, 0.071, 0.066, 0.065, 0.103, 0.105, 0.113, 0.092, 0.091, 0.100, 0.119, 0.116, 0.174, 0.179, 0.120, 0.122, 0.114, 0.111, 0.140, 0.138, 0.108, 0.122, 0.067, 0.091, 0.124, 0.127, 0.088, 0.074, 0.093, 0.033, -0.121, -0.205, -0.210, -0.216, -0.049, -0.189, -0.220, -0.170, -0.106, 0.071, 0.084, 0.089, 0.124, 0.112, 0.128, 0.107, 0.068, 0.124, 0.120, 0.101, 0.115, 0.088, 0.070, 0.089, -0.117, -0.191, -0.215, -0.218, -0.050, -0.202, -0.227, -0.190, -0.097, 0.089, 0.076, 0.089, 0.123, 0.123, 0.126, 0.105, 0.069, 0.106, 0.122, 0.118, 0.113, 0.089, 0.074, 0.088]}

Entry 3:
{"formula": "C12H22O14P2", "method": "ωB97M-V/def2-TZVPD", "homo_energy_ev": -1.78, "total_charge": -2, "species": ["O", "C", "O", "C", "C", "C", "C", "O", "O", "C", "O", "O", "H", "H", "H", "H", "C", "O", "P", "O", "O", "C", "O", "C", "H", "H", "H", "H", "H", "H", "H", "H", "H", "C", "O", "P", "O", "O", "C", "O", "C", "H", "H", "H", "H", "H", "H", "H", "H", "H"], "coordinates": [[-1.34, -3.28, -1.32], [-1.80, -3.66, -2.43], [-1.98, -2.99, -3.46], [-2.12, -5.18, -2.47], [-3.33, -5.54, -1.61], [-4.46, -5.12, -2.52], [-5.88, -5.62, -2.08], [-6.49, -6.41, -2.83], [-6.23, -5.14, -0.98], [-3.90, -5.50, -3.88], [-4.43, -5.66, -4.94], [-2.54, -5.64, -3.76], [-1.20, -5.67, -2.17], [-3.32, -6.63, -1.53], [-3.33, -5.16, -0.59], [-4.54, -4.03, -2.58], [-0.16, -1.13, 2.64], [0.04, 0.20, 2.12], [-1.18, 0.92, 1.38], [-2.48, 0.54, 1.93], [-0.93, 0.73, -0.15], [-0.99, -0.64, -0.69], [-0.82, 2.46, 1.51], [-0.94, 3.07, 2.79], [0.70, -1.73, 2.36], [-0.23, -1.07, 3.73], [-1.06, -1.58, 2.25], [-1.69, -1.28, -0.17], [0.01, -1.06, -0.63], [-1.29, -0.57, -1.73], [0.05, 3.37, 3.14], [-1.38, 2.39, 3.52], [-1.57, 3.95, 2.70], [5.29, 4.11, -1.02], [4.88, 3.62, 0.26], [3.72, 4.37, 1.06], [2.80, 5.11, 0.20], [4.46, 5.24, 2.17], [5.19, 6.38, 1.74], [3.15, 3.25, 1.99], [2.39, 2.16, 1.40], [6.38, 4.12, -1.04], [4.92, 3.45, -1.80], [4.91, 5.12, -1.21], [4.72, 6.84, 0.86], [6.22, 6.10, 1.51], [5.18, 7.10, 2.55], [2.96, 1.24, 1.54], [2.22, 2.33, 0.34], [1.44, 2.09, 1.91]], "nbo_charge": [-0.830, 0.742, -0.757, -0.022, -0.391, -0.470, 0.778, -0.769, -0.798, 0.823, -0.601, -0.519, 0.178, 0.180, 0.233, 0.244, -0.248, -0.850, 2.578, -1.110, -0.838, -0.270, -0.811, -0.252, 0.186, 0.171, 0.220, 0.231, 0.185, 0.234, 0.175, 0.196, 0.187, -0.248, -0.826, 2.572, -1.108, -0.804, -0.257, -0.816, -0.252, 0.177, 0.193, 0.195, 0.195, 0.175, 0.191, 0.188, 0.199, 0.219]}

Entry 4:
{"formula": "C11H14BrNO3S", "method": "ωB97M-V/def2-TZVPD", "homo_energy_ev": -9.33, "smiles": "O=S(=O)(NC[C@H]1CCCO1)c1ccc(Br)cc1", "e_above_lowest_ev": 11.935, "total_charge": 0, "species": ["O", "S", "O", "N", "C", "C", "C", "C", "C", "O", "C", "C", "C", "C", "Br", "C", "C", "H", "H", "H", "H", "H", "H", "H", "H", "H", "H", "H", "H", "H", "H"], "coordinates": [[-1.85, -1.53, -0.69], [-1.25, -1.14, 0.42], [-1.14, -2.12, 1.58], [-1.76, 0.35, 0.89], [-2.91, 0.88, 0.35], [-4.13, -0.10, 0.78], [-4.53, 0.25, 2.33], [-5.75, 1.28, 2.12], [-6.27, 0.80, 1.09], [-5.41, 0.23, 0.15], [0.57, -0.68, -0.19], [0.90, -0.14, -1.22], [2.03, 0.22, -1.65], [3.14, 0.23, -0.69], [4.86, 0.86, -1.30], [2.83, -0.59, 0.30], [1.51, -0.78, 0.82], [-1.77, 0.43, 1.72], [-2.80, 0.84, -0.66], [-3.10, 1.76, 0.48], [-3.89, -1.08, 0.79], [-3.54, 0.47, 2.98], [-4.67, -0.85, 2.77], [-6.32, 1.04, 3.24], [-5.35, 2.16, 2.07], [-7.04, 0.00, 1.19], [-6.92, 1.57, 0.56], [-0.11, -0.21, -2.04], [2.15, 0.76, -2.69], [3.67, -0.56, 1.17], [1.36, -1.01, 1.69]], "nbo_charge": [-0.944, 2.289, -0.921, -0.796, -0.228, 0.089, -0.449, -0.415, -0.116, -0.517, -0.203, -0.254, -0.203, -0.063, 0.079, -0.246, -0.132, 0.356, 0.208, 0.189, 0.180, 0.205, 0.225, 0.238, 0.202, 0.181, 0.189, 0.215, 0.235, 0.211, 0.195]}

Entry 5:
{"formula": "C25H29F3MoN3O2", "method": "ωB97M-V/def2-TZVPD", "homo_energy_ev": -11.58, "e_above_lowest_ev": 0.000, "total_charge": 1, "species": ["Mo", "C", "C", "O", "C", "C", "C", "N", "N", "C", "O", "C", "C", "C", "C", "C", "C", "H", "H", "H", "H", "H", "H", "H", "H", "H", "H", "H", "H", "F", "C", "F", "F", "C", "C", "C", "C", "C", "C", "C", "C", "C", "C", "C", "C", "N", "H", "H", "H", "H", "H", "H", "H", "H", "H", "H", "H", "H", "H", "H", "H", "H", "H"], "coordinates": [[0.72, 0.92, -0.71], [4.79, 1.71, 0.11], [3.38, 1.63, 0.57], [2.51, 1.25, -0.37], [2.90, 1.93, 1.79], [1.51, 1.98, 2.12], [1.14, 2.49, 3.48], [0.55, 1.64, 1.29], [-0.74, 1.87, 1.76], [-1.58, 1.70, 0.81], [-1.15, 1.31, -0.39], [-3.03, 1.90, 0.96], [-3.57, 2.05, 2.24], [-4.94, 2.24, 2.38], [-5.75, 2.29, 1.25], [-5.21, 2.14, -0.02], [-3.85, 1.94, -0.17], [4.94, 2.61, -0.48], [5.03, 0.85, -0.52], [5.47, 1.73, 0.96], [3.60, 2.22, 2.56], [2.03, 2.66, 4.08], [0.48, 1.78, 3.98], [0.58, 3.42, 3.39], [-2.93, 2.02, 3.10], [-5.37, 2.36, 3.36], [-6.82, 2.44, 1.37], [-5.85, 2.18, -0.89], [-3.41, 1.81, -1.15], [-0.72, 2.36, -3.08], [0.43, 2.16, -2.47], [1.42, 2.21, -3.36], [0.64, 3.23, -1.58], [-0.31, -1.58, 2.17], [0.89, -2.39, 1.68], [2.22, -1.65, 1.82], [0.65, -2.94, 0.29], [0.55, -4.32, 0.14], [0.30, -4.90, -1.09], [0.12, -4.10, -2.21], [0.20, -2.72, -2.13], [-0.03, -1.92, -3.40], [1.22, -1.18, -3.88], [-1.28, -1.04, -3.36], [0.48, -2.16, -0.87], [0.59, -0.77, -0.79], [-0.11, -1.16, 3.16], [-1.20, -2.21, 2.25], [-0.56, -0.75, 1.51], [0.95, -3.27, 2.33], [2.30, -0.80, 1.15], [3.05, -2.32, 1.60], [2.34, -1.29, 2.84], [0.67, -4.95, 1.02], [0.23, -5.97, -1.18], [-0.09, -4.56, -3.16], [-0.23, -2.68, -4.16], [1.57, -0.42, -3.17], [1.02, -0.67, -4.82], [2.05, -1.87, -4.04], [-1.21, -0.21, -2.65], [-2.16, -1.63, -3.08], [-1.46, -0.62, -4.35]], "nbo_charge": [1.631, -0.675, 0.478, -0.606, -0.392, 0.384, -0.671, -0.386, -0.362, 0.559, -0.644, -0.082, -0.169, -0.210, -0.168, -0.210, -0.175, 0.258, 0.250, 0.247, 0.249, 0.231, 0.262, 0.267, 0.229, 0.227, 0.227, 0.227, 0.228, -0.296, 0.736, -0.308, -0.339, -0.596, -0.267, -0.588, 0.129, -0.238, -0.142, -0.208, 0.062, -0.251, -0.587, -0.595, -0.015, -0.337, 0.215, 0.227, 0.192, 0.217, 0.178, 0.225, 0.216, 0.225, 0.231, 0.226, 0.219, 0.176, 0.227, 0.224, 0.191, 0.223, 0.225]}

Entry 6:
{"formula": "C9H4BrGdNO4", "method": "ωB97M-V/def2-TZVPD", "homo_energy_ev": [-19.62, -20.85], "multiplicity": 8, "total_charge": 3, "species": ["O", "C", "Gd", "O", "C", "C", "O", "C", "O", "Br", "C", "C", "C", "C", "N", "C", "H", "H", "H", "H"], "coordinates": [[1.00, 1.37, -2.68], [0.11, 1.13, -1.99], [-1.87, 0.82, -0.35], [0.52, -2.41, -3.83], [0.16, -1.88, -2.90], [-2.15, 1.27, -2.92], [-2.34, 1.55, -4.04], [-2.44, -1.51, -1.59], [-2.63, -2.49, -2.21], [3.55, 1.68, 2.45], [1.92, 0.82, 2.10], [1.25, 0.18, 3.12], [0.10, -0.53, 2.85], [-0.47, -0.40, 1.57], [0.10, 0.40, 0.60], [1.40, 0.81, 0.82], [1.67, 0.15, 4.10], [-0.44, -1.11, 3.62], [-1.34, -1.07, 1.29], [1.90, 1.22, -0.01]], "lowdin_spin": [0.001, 0.001, 7.396, 0.000, -0.001, 0.010, 0.003, -0.002, 0.000, -0.225, -0.063, -0.011, -0.001, -0.053, -0.023, -0.039, 0.000, 0.000, 0.009, -0.001]}

Max |F| values, unit eV/Å, following the record order: 3.8, 0.5, 0.8, 16.7, 0.5, 7.8.